(1)
Below is C10H4AlN2O4 as an isolated structure at a distorted geometry, with properties calculated with ωB97M-V with the def2-TZVPD basis set.

Each line ends with the Mulliken charge.
Atoms and positions in Å:
Al (0.0989, 0.0221, 0.1864)  0.672
O (-0.7040, 3.3347, -0.3699)  -0.001
C (-0.4404, 2.2302, -0.1924)  0.359
C (2.0258, -0.7593, -0.0237)  0.545
O (3.0904, -1.1907, -0.1222)  0.031
C (-1.5208, -1.2930, 0.0911)  0.522
O (-2.4078, -2.0251, 0.0124)  0.030
C (0.0327, 0.0121, -1.9972)  0.221
O (-0.0126, -0.0147, -3.1456)  0.019
N (-0.0204, -3.0616, 5.6432)  -0.227
C (0.0419, -2.0645, 5.0330)  -0.475
C (0.1183, -0.8313, 4.2716)  0.045
C (0.1615, 0.4085, 4.9169)  -0.048
C (0.2506, 1.5634, 4.1501)  -0.898
C (0.2683, 1.4622, 2.7622)  0.102
N (0.1669, 0.2584, 2.1598)  -0.093
C (0.1390, -0.8948, 2.8808)  0.172
H (0.1326, 0.4457, 6.0086)  0.572
H (0.3034, 2.5469, 4.6083)  0.468
H (0.3515, 2.3406, 2.1215)  0.333
H (0.1258, -1.8421, 2.3312)  0.649

Forces on the atoms, in the same order (eV/Å):
-0.176 1.346 1.358
1.134 -4.848 0.735
-1.049 4.402 -0.600
5.639 -2.394 -0.475
-5.188 2.138 0.507
-4.641 -3.961 -0.346
4.305 3.610 0.421
-0.182 -0.241 -5.498
0.203 0.161 5.130
0.133 2.242 -1.417
-0.062 -1.691 1.007
-0.017 -1.154 -0.012
-0.005 0.155 0.076
0.078 0.248 -0.471
-0.193 0.147 0.701
0.226 -0.516 -2.026
-0.147 0.431 0.505
0.008 0.046 -0.290
0.027 -0.135 -0.017
-0.037 -0.155 0.340
-0.057 0.166 0.371

Output
energy relative to the best compared isomer or geometry (same formula, charge and spin) = 0.0 kcal per mole
HOMO level = -20.5 eV
charge = +3
HOMO-LUMO gap = 0.225 Ha

(2)
Below is F6N3O16PS6Tl as an isolated structure at a distorted geometry, with properties calculated with ωB97M-V with the def2-TZVPD basis set.

Each line ends with the Mulliken charge.
Atoms and positions in Å:
Tl (-1.5891, 0.5081, -0.4964)  0.969
N (1.6724, 3.0233, -0.6139)  -0.134
S (3.0646, 2.7988, -0.0475)  1.015
O (3.4110, 3.4547, 1.2425)  -0.589
O (4.1516, 2.5401, -0.9994)  -0.598
F (2.6260, 1.3211, 0.5463)  -0.303
S (2.0223, 4.4638, -1.4665)  0.996
O (2.4074, 4.3378, -2.8437)  -0.551
O (2.6388, 5.5183, -0.6902)  -0.551
F (0.4610, 4.8630, -1.3598)  -0.275
N (-0.6904, 0.1362, 3.5703)  -0.126
S (-0.9502, 1.4960, 4.6191)  1.049
O (0.1931, 2.0265, 5.2412)  -0.520
O (-2.2189, 1.5806, 5.3483)  -0.596
F (-1.2397, 2.4652, 3.3632)  -0.274
S (-0.2826, -0.7628, 4.7154)  1.007
O (-1.2051, -1.2421, 5.7240)  -0.619
O (1.1255, -0.7397, 5.0907)  -0.609
F (-0.3150, -2.0606, 3.8145)  -0.302
N (0.4854, -3.0776, -1.5255)  -0.227
S (2.1821, -3.1386, -1.8311)  1.079
O (2.5168, -3.9866, -2.9229)  -0.592
O (3.0831, -3.1186, -0.6533)  -0.544
F (2.4015, -1.7720, -2.6296)  -0.249
S (0.3682, -4.5811, -1.2337)  1.070
O (1.1488, -5.2884, -0.2299)  -0.577
O (-0.1612, -5.3019, -2.3311)  -0.605
F (-0.9894, -4.4611, -0.3477)  -0.344
P (-5.2303, -0.3352, -4.0296)  0.886
O (-4.3355, 0.1873, -5.1937)  -0.383
O (-5.9412, 1.0117, -4.0166)  -0.391
O (-4.5272, -0.9807, -2.7989)  -0.633
O (-6.2841, -0.8854, -5.0144)  -0.478

Forces on the atoms, in the same order (eV/Å):
0.216 -0.277 -0.020
-0.340 3.556 -2.961
4.513 -3.818 5.571
-0.562 -0.756 -3.199
-1.647 0.781 1.235
0.666 0.571 -0.655
-2.133 0.745 0.940
-0.782 -0.180 0.847
-0.191 -1.107 -0.777
0.332 0.265 -1.092
-1.879 5.046 1.631
-3.713 1.792 -2.508
1.075 0.142 0.510
1.925 -0.750 -1.184
0.166 -0.048 0.301
3.646 -8.035 2.019
-0.065 1.914 0.125
-1.519 0.903 0.119
0.207 -0.936 -1.021
4.953 1.743 -0.363
2.076 2.109 1.098
-0.083 -1.555 0.058
-2.553 0.411 -2.715
-0.683 0.646 1.273
-4.651 -4.049 3.636
0.647 1.096 -1.730
0.566 -0.967 -1.327
-0.291 0.545 0.030
1.742 -0.984 -0.078
1.650 0.110 0.311
-0.409 2.056 1.829
-2.240 1.530 -2.921
-0.639 -2.500 1.020

Output
energy relative to the best compared isomer or geometry (same formula, charge and spin) = 18.5 kcal per mole
HOMO level = -3.4 eV
charge = -3
HOMO-LUMO gap = 0.237 Ha